64
Properties=species:S:1:pos:R:3:forces:R:3:lowdin_spin:R:1 method="wB97M-V/def2-TZVPD" multiplicity=3 total_charge=+1 e_homo_ev="-10.15 / -10.08"
C -1.015 2.882 -3.442 0.1 0.6 -0.5 0.001
C -1.080 1.806 -2.524 0.0 -0.9 0.4 0.019
N 0.114 1.369 -1.940 -0.3 0.8 -0.4 0.050
C 1.290 2.019 -2.187 -0.2 0.7 -0.8 0.009
C 1.361 3.061 -3.104 0.9 -0.6 0.7 0.005
C 0.191 3.488 -3.740 -0.9 -0.2 -0.1 0.010
C -2.275 1.091 -2.223 -0.1 0.6 0.2 0.039
P -2.274 -0.069 -0.871 -2.8 0.2 -1.7 0.049
W 0.038 -0.190 -0.458 -0.4 3.1 5.1 1.463
P 2.345 -0.081 -0.614 3.3 0.5 -1.1 0.049
C 2.478 1.630 -1.339 0.8 0.0 -0.1 0.017
C -0.029 -1.861 0.856 0.3 -0.4 -0.5 0.054
C -0.429 -1.580 2.170 -0.3 -0.3 0.5 0.079
C -0.454 -2.577 3.149 0.0 -0.1 0.1 -0.003
C -0.080 -3.892 2.837 -0.1 0.4 0.0 0.060
C 0.322 -4.184 1.531 0.2 -0.2 -0.5 -0.007
C 0.350 -3.187 0.547 -0.1 -0.3 0.9 0.055
O -1.514 -0.772 -4.339 -0.3 0.5 0.0 0.002
O 1.171 -1.112 -4.157 -0.8 -0.2 0.2 0.003
H -1.948 3.218 -3.912 0.5 -0.1 0.2 0.000
H 2.331 3.546 -3.291 -0.6 -0.3 0.1 0.001
H 0.224 4.312 -4.461 0.0 -0.3 0.3 0.000
C -3.214 0.568 0.570 -0.1 0.1 0.3 0.006
C -3.228 -1.552 -1.374 0.0 0.0 0.1 0.007
H 3.427 1.751 -1.901 -0.5 -0.1 0.2 0.001
H 2.531 2.319 -0.474 0.0 -0.3 -0.4 -0.001
H -1.824 -0.143 -3.628 0.1 -0.3 -0.4 0.001
H -3.225 1.517 -2.585 0.5 -0.2 0.2 0.002
C 3.257 -0.013 0.972 0.1 0.0 0.1 0.011
C 3.325 -1.156 -1.702 0.2 -0.1 -0.1 0.001
H -0.723 -0.561 2.445 0.0 -0.6 -0.1 0.006
H -0.771 -2.327 4.169 0.1 -0.1 -0.4 -0.001
H -0.102 -4.675 3.604 0.0 0.4 -0.4 0.003
H 0.620 -5.207 1.262 -0.2 0.5 0.2 -0.002
H 0.670 -3.446 -0.462 0.0 0.0 0.2 0.002
H -0.203 -1.575 -1.412 0.4 -0.8 -2.1 0.052
H 1.152 -2.067 -4.327 0.1 0.3 -0.1 0.000
H 0.211 -0.861 -4.277 0.7 -0.2 -0.1 0.000
H -1.836 -0.369 -5.162 0.1 -0.3 0.2 0.000
H 0.325 -0.982 -2.004 -0.5 -1.7 -0.2 0.039
H -4.262 0.775 0.287 0.4 -0.2 0.0 0.002
H -3.194 -0.180 1.380 0.0 0.2 -0.3 0.001
H -2.739 1.494 0.925 -0.2 -0.3 -0.2 -0.002
H -4.290 -1.293 -1.532 0.4 -0.1 0.1 0.000
H -2.808 -1.938 -2.315 -0.2 0.1 0.3 0.000
H -3.152 -2.322 -0.589 0.0 0.3 -0.3 0.000
H 4.378 -0.823 -1.753 -0.5 -0.1 0.0 -0.001
H 3.290 -2.188 -1.315 0.0 0.4 -0.1 0.000
H 2.859 -1.127 -2.701 0.2 0.0 0.4 0.000
H 4.313 0.275 0.821 -0.5 -0.2 0.0 0.001
H 2.766 0.706 1.646 0.3 -0.3 -0.4 -0.001
H 3.209 -1.008 1.439 0.1 0.3 -0.1 -0.001
Se 0.247 1.790 1.034 -0.2 -0.4 0.6 -0.082
C 0.042 1.545 2.958 -0.4 0.2 1.0 0.007
C -1.031 2.214 3.585 0.4 -0.2 -0.5 -0.002
C -1.225 2.112 4.959 0.1 -0.1 0.2 0.002
C -0.361 1.344 5.742 0.0 0.0 -0.3 -0.004
C 0.703 0.676 5.137 -0.3 0.2 0.2 0.000
C 0.904 0.783 3.767 0.1 0.0 -0.6 -0.003
H -1.707 2.821 2.988 0.1 -0.1 0.1 -0.001
H -2.054 2.637 5.432 0.2 -0.1 -0.2 0.000
H -0.514 1.264 6.814 0.0 0.0 -0.2 0.000
H 1.379 0.072 5.744 -0.1 0.2 -0.2 0.000
H 1.741 0.230 3.345 -0.2 0.1 -0.1 0.000

13
Properties=species:S:1:pos:R:3:forces:R:3:mulliken_charge:R:1 method="wB97M-V/def2-TZVPD" multiplicity=1 total_charge=0 e_homo_ev=-8.43
C 0.667 0.848 -0.225 4.0 1.6 -1.6 0.284
C 1.205 0.139 -1.494 -2.6 -0.3 2.4 -1.086
C -0.183 1.066 0.746 -2.4 -1.3 0.8 -0.600
N -1.506 -1.248 1.597 0.4 -1.0 1.4 -0.486
O -1.562 0.755 3.078 0.3 0.7 1.9 -0.545
S -1.887 0.393 1.731 2.0 -1.2 -3.6 0.509
H 1.544 1.575 -0.230 -1.2 -0.1 1.4 0.144
H 0.359 -0.325 -1.877 -1.2 -1.2 -1.7 0.321
H 1.916 -0.599 -1.227 0.8 -0.7 0.4 0.299
H 1.629 0.859 -2.131 0.4 0.8 -0.9 0.346
H 0.072 1.793 1.451 0.4 1.3 0.9 0.321
H -2.012 -1.808 0.896 0.4 0.3 1.0 0.233
H -1.044 -1.688 2.477 -1.3 1.0 -2.4 0.263

13
Properties=species:S:1:pos:R:3:forces:R:3:mulliken_charge:R:1 method="wB97M-V/def2-TZVPD" multiplicity=1 total_charge=+1 e_homo_ev="-14.59 / -14.59"
C -0.248 1.172 0.507 1.9 1.1 -0.7 0.379
C -0.844 1.110 1.829 -0.9 0.0 0.9 -0.964
C 0.943 -1.877 -1.148 1.1 1.0 1.8 -0.667
N 0.396 -0.527 -1.127 1.1 2.2 -4.5 -0.303
O 0.040 0.006 0.060 -0.3 0.6 1.1 0.036
H 0.089 2.258 0.104 -0.9 -3.0 0.0 0.342
H -1.764 1.773 1.886 0.8 -1.1 -0.1 0.321
H -0.898 0.061 2.167 -0.9 0.4 -0.4 0.285
H -0.198 1.503 2.602 0.6 0.8 0.0 0.347
H 0.691 -2.364 -2.076 -0.2 0.0 -0.2 0.261
H 2.040 -1.756 -1.023 -0.6 -0.8 0.0 0.304
H 0.494 -2.355 -0.295 0.1 -0.8 0.2 0.338
H 0.999 0.081 -1.798 -1.6 -0.5 2.1 0.320

170
Properties=species:S:1:pos:R:3:forces:R:3:mulliken_charge:R:1 method="wB97M-V/def2-TZVPD" multiplicity=1 total_charge=+1 e_homo_ev=-10.45
C 1.324 0.994 0.436 0.7 -0.1 -0.8 -1.280
C 1.361 0.456 -0.643 -0.5 0.0 0.6 -0.441
C 1.316 -0.220 -1.935 0.4 0.3 -0.1 1.750
C 0.519 0.569 -2.997 -0.2 0.0 0.3 -0.972
C -0.586 -0.206 -3.721 0.3 0.2 0.1 -1.396
C -0.152 -1.286 -4.708 0.2 0.2 -0.4 2.391
C 0.700 -2.426 -4.115 0.0 0.0 0.2 -1.620
C 0.093 -3.393 -3.048 -0.1 0.1 -0.1 -1.529
C -1.285 -3.148 -2.401 0.1 -0.1 0.4 0.699
C -1.291 -2.596 -0.967 -0.3 -0.2 0.0 -0.290
C -0.570 -3.490 0.053 0.0 0.0 0.0 -1.132
C 0.737 -2.912 0.554 -0.2 -0.1 0.3 0.007
O 1.325 -3.812 1.509 0.0 0.0 -0.2 -0.338
C 2.636 -4.110 1.229 -0.2 -0.1 -0.1 0.677
C 2.829 -5.249 0.262 -0.2 0.0 0.0 -0.899
O 3.533 -3.505 1.718 0.4 0.2 0.3 -0.517
C -1.342 -1.970 -5.468 -0.6 -0.6 0.1 -1.130
B -2.771 -1.227 -5.544 0.0 0.2 0.0 0.757
N -3.596 -1.091 -4.398 -0.3 -0.5 -0.9 -0.029
O -3.135 -0.752 -6.791 0.6 0.5 0.2 -0.797
C -0.802 -2.288 -6.794 0.2 0.2 0.1 -0.631
C -1.402 -3.243 -7.751 -0.1 0.2 -0.3 -0.507
C -0.529 -3.653 -8.937 -0.3 0.2 0.5 -0.996
O -0.831 -2.811 -10.051 0.3 -0.2 -0.2 -0.401
C 0.292 -2.138 -10.488 -0.1 -0.3 -0.2 0.599
O 0.599 -1.103 -9.972 0.3 0.3 0.4 -0.563
C 1.053 -2.816 -11.586 -0.3 0.3 -0.6 -0.228
C 1.617 -1.825 -12.620 0.1 0.1 0.2 -1.109
N 0.258 -1.609 -7.028 0.0 0.0 0.2 0.593
C 0.622 -0.629 -5.953 0.0 -0.5 -0.4 0.479
C 0.063 0.697 -6.536 0.1 0.2 0.1 -0.919
C 0.355 2.035 -5.882 0.0 0.2 0.1 -1.248
O 1.740 2.196 -5.768 0.0 -0.2 -0.1 -0.354
C 2.165 3.539 -5.623 0.2 0.4 0.2 -0.425
C 1.802 4.143 -4.278 -0.2 -0.1 0.0 -1.064
P 2.489 -0.667 -5.931 0.0 0.6 0.5 0.872
O 3.123 -0.273 -4.681 0.0 0.0 0.0 -0.701
O 2.970 0.166 -7.200 -0.2 -0.2 0.0 -0.532
O 2.764 -2.187 -6.380 0.0 0.0 -0.3 -0.565
H 1.591 1.551 1.304 -0.2 0.0 0.3 0.676
H 0.950 -1.234 -1.811 -0.1 0.0 0.1 -1.527
H 2.348 -0.309 -2.276 0.1 -0.1 -0.1 0.571
H 1.228 1.032 -3.674 0.1 -0.1 -0.2 -0.278
H 0.014 1.384 -2.478 0.0 0.1 0.0 0.803
H -1.252 -0.615 -2.967 -0.1 -0.2 0.0 0.606
H -1.198 0.518 -4.259 -0.1 0.0 0.0 1.106
H 1.626 -2.013 -3.726 0.0 0.2 0.0 0.309
H 1.010 -3.046 -4.955 0.0 -0.1 0.0 1.136
H 0.818 -3.480 -2.239 0.1 0.0 0.0 0.257
H 0.074 -4.385 -3.496 0.0 -0.1 -0.1 0.397
H -1.787 -4.115 -2.330 -0.1 -0.1 -0.1 0.731
H -1.939 -2.520 -2.994 0.0 0.0 -0.2 -1.364
H -0.935 -1.566 -0.918 0.1 0.0 0.0 0.127
H -2.342 -2.553 -0.681 -0.1 0.1 0.0 0.537
H -1.205 -3.643 0.924 0.0 0.0 0.1 0.569
H -0.401 -4.486 -0.364 0.1 0.0 -0.1 0.081
H 1.436 -2.708 -0.260 0.1 0.0 0.0 0.217
H 0.551 -1.972 1.073 0.1 0.1 -0.1 0.056
H 3.582 -5.921 0.660 0.1 0.0 -0.1 0.365
H 3.181 -4.837 -0.683 0.2 0.0 0.0 0.212
H 1.906 -5.788 0.080 -0.1 -0.1 0.1 0.300
H -1.599 -2.944 -5.036 0.1 0.0 0.3 0.578
H -4.531 -0.793 -4.654 0.0 0.2 0.2 0.206
H -3.738 -1.943 -3.867 0.2 0.2 0.5 0.093
H -3.683 0.039 -6.754 -0.4 -0.2 -0.2 0.327
H -1.812 -4.107 -7.233 0.1 0.0 0.2 0.636
H -2.260 -2.688 -8.145 -0.2 -0.1 -0.1 0.369
H 0.531 -3.549 -8.696 0.1 -0.3 0.1 0.510
H -0.719 -4.695 -9.180 0.0 0.0 -0.2 0.439
H 1.864 -3.380 -11.123 0.0 -0.1 0.2 0.248
H 0.391 -3.532 -12.062 0.0 -0.1 0.0 0.371
H 1.256 -0.817 -12.431 -0.1 0.1 0.0 0.326
H 2.700 -1.778 -12.574 0.1 0.0 -0.1 0.296
H 1.314 -2.103 -13.623 0.1 -0.1 -0.1 0.326
H 0.768 -1.653 -7.901 -0.1 0.1 -0.2 0.249
H -1.018 0.605 -6.647 -0.1 -0.2 0.1 0.353
H 0.453 0.760 -7.553 0.0 0.0 -0.1 0.540
H -0.132 2.157 -4.915 -0.1 -0.1 0.1 0.178
H -0.066 2.813 -6.532 0.0 0.0 -0.1 0.755
H 3.246 3.528 -5.738 0.1 -0.2 0.0 0.381
H 1.766 4.151 -6.438 -0.1 -0.1 -0.1 0.371
H 1.988 3.420 -3.486 0.1 0.0 0.1 0.211
H 2.399 5.030 -4.084 0.0 0.1 0.0 0.439
H 0.753 4.432 -4.224 -0.1 0.0 0.0 0.269
H 2.923 -0.326 -8.027 0.1 0.1 -0.1 0.353
H 3.707 -2.379 -6.276 0.0 -0.2 0.1 0.447
C -0.695 4.171 4.409 0.0 0.1 -0.1 -1.195
C -1.913 4.370 4.933 0.1 0.0 0.0 0.330
C -3.115 3.563 4.497 0.0 -0.1 -0.1 1.075
O -4.171 3.806 5.048 0.0 0.1 0.0 -0.650
C -2.942 2.556 3.462 -0.1 0.1 0.0 -0.716
C -1.722 2.355 2.952 -0.1 -0.1 0.0 -0.495
C -0.528 3.152 3.405 0.0 0.2 0.2 1.275
O 0.542 2.887 2.878 0.0 -0.1 -0.1 -0.560
O -1.455 1.434 2.028 0.0 0.0 0.1 -0.446
O -2.173 5.272 5.864 0.0 0.0 0.0 -0.583
H 0.178 4.730 4.710 0.0 0.0 0.1 0.389
H -3.809 1.990 3.158 0.0 0.0 0.0 0.538
H -0.492 1.471 1.854 -0.1 0.0 -0.1 0.089
H -3.128 5.197 6.061 0.0 0.0 0.0 0.364
C -4.742 -1.420 6.049 -0.1 0.1 -0.1 -1.216
C -4.378 -2.163 7.106 -0.1 0.0 0.0 0.219
C -2.927 -2.434 7.438 0.3 0.1 -0.1 1.207
O -2.703 -3.100 8.431 -0.2 -0.1 0.1 -0.619
C -1.899 -1.896 6.571 0.1 0.0 0.1 -1.015
C -2.265 -1.159 5.515 0.1 -0.1 0.0 0.269
C -3.713 -0.865 5.200 0.0 0.0 0.1 1.039
O -3.914 -0.157 4.228 -0.1 -0.1 -0.1 -0.527
O -1.410 -0.621 4.656 0.0 0.0 0.0 -0.425
O -5.233 -2.715 7.948 0.0 0.0 0.0 -0.586
H -5.775 -1.214 5.808 0.0 0.0 0.0 0.463
H -0.868 -2.116 6.813 0.0 0.0 0.0 0.631
H -1.951 -0.151 3.990 0.0 0.0 0.0 0.218
H -4.693 -3.185 8.615 0.0 0.0 0.0 0.370
C -6.400 -0.867 -1.655 0.1 0.0 -0.1 -0.876
C -7.396 -0.368 -0.903 0.1 0.0 0.0 0.267
C -8.751 -1.040 -0.814 -0.1 -0.2 -0.1 0.932
O -9.573 -0.513 -0.094 0.0 0.1 0.0 -0.606
C -8.977 -2.248 -1.583 -0.1 0.0 0.1 -0.865
C -7.981 -2.739 -2.332 -0.1 0.0 0.0 0.140
C -6.627 -2.077 -2.401 0.1 0.2 0.1 1.035
O -5.783 -2.617 -3.106 0.0 -0.1 -0.1 -0.685
O -8.089 -3.836 -3.069 0.0 0.0 0.0 -0.596
O -7.291 0.729 -0.185 0.0 0.0 0.0 -0.553
H -5.429 -0.395 -1.720 0.0 0.0 0.0 0.569
H -9.950 -2.716 -1.526 0.0 0.0 0.0 0.447
H -7.224 -3.968 -3.498 0.0 0.0 0.0 0.348
H -8.153 0.855 0.261 0.0 0.0 0.0 0.375
C 4.924 5.332 2.423 0.1 0.1 0.0 -1.009
C 3.997 4.376 2.607 0.0 0.1 0.0 0.543
C 4.375 2.918 2.776 0.2 -0.1 0.0 1.017
O 3.469 2.123 2.938 -0.1 0.0 0.0 -0.579
C 5.778 2.554 2.724 -0.1 -0.1 0.0 -1.181
C 6.696 3.513 2.542 0.0 -0.1 0.0 0.332
C 6.322 4.969 2.388 -0.2 0.1 0.0 1.144
O 7.240 5.756 2.240 0.1 0.0 0.0 -0.638
O 7.998 3.285 2.477 0.0 0.0 0.0 -0.588
O 2.703 4.621 2.651 0.0 0.0 0.0 -0.447
H 4.666 6.374 2.301 0.0 0.0 0.0 0.488
H 6.037 1.511 2.832 0.0 0.0 0.0 0.468
H 8.418 4.159 2.347 0.0 0.1 0.0 0.372
H 2.229 3.779 2.837 -0.1 0.1 0.0 0.281
C 1.727 6.743 6.770 0.0 -0.1 -0.1 -1.097
C 2.044 7.643 7.713 0.0 0.0 -0.1 0.327
C 2.865 7.280 8.931 0.1 -0.2 0.1 0.982
O 3.106 8.180 9.713 0.0 0.1 0.0 -0.620
C 3.303 5.909 9.090 0.0 0.1 0.1 -0.957
C 2.984 5.010 8.149 0.0 0.0 0.1 0.202
C 2.182 5.380 6.922 -0.1 0.2 0.0 1.277
O 1.962 4.484 6.124 0.1 -0.1 0.0 -0.574
O 3.335 3.736 8.200 0.0 0.0 0.0 -0.611
O 1.679 8.911 7.671 0.0 0.0 0.0 -0.589
H 1.143 6.997 5.897 0.0 0.0 0.0 0.520
H 3.878 5.655 9.969 0.0 0.0 0.0 0.452
H 2.978 3.318 7.392 0.0 0.0 0.0 0.354
H 2.049 9.328 8.475 0.0 0.0 0.0 0.375
C 2.465 -2.919 11.336 0.1 0.0 0.1 -0.992
C 1.478 -3.310 10.518 0.0 0.0 0.1 0.346
C 1.369 -2.816 9.094 0.1 0.1 -0.1 1.101
O 0.441 -3.256 8.439 0.0 0.0 -0.1 -0.610
C 2.347 -1.868 8.607 -0.1 0.0 -0.1 -1.103
C 3.332 -1.473 9.426 0.0 0.0 -0.1 0.355
C 3.457 -1.987 10.844 -0.1 -0.2 0.1 1.011
O 4.400 -1.571 11.492 0.0 0.1 0.0 -0.629
O 4.275 -0.613 9.083 0.0 0.0 0.0 -0.565
O 0.518 -4.149 10.867 0.0 0.0 0.0 -0.580
H 2.552 -3.268 12.355 0.0 0.0 0.0 0.432
H 2.254 -1.510 7.591 0.0 0.0 0.0 0.518
H 4.852 -0.517 9.867 0.0 0.0 0.0 0.371
H -0.062 -4.245 10.083 0.0 0.0 0.0 0.356

43
Properties=species:S:1:pos:R:3:forces:R:3:mulliken_charge:R:1 method="wB97M-V/def2-TZVPD" multiplicity=1 total_charge=+2 e_homo_ev=-13.99
Au -0.569 0.640 -0.261 -0.1 0.6 0.0 0.682
N 3.660 1.017 -0.408 0.0 0.0 0.0 0.049
C 2.395 1.017 -0.760 0.1 0.0 0.0 -0.001
N 1.423 0.831 0.105 0.3 -0.1 -0.2 -0.580
C 1.685 0.594 1.460 0.2 -0.1 0.1 0.751
N 0.716 0.400 2.303 -0.4 0.1 -0.4 -1.069
N -0.506 0.469 1.673 0.3 0.0 0.6 0.487
C -1.627 0.474 2.298 0.1 0.0 -0.2 0.165
C -2.809 0.651 1.459 -0.1 0.0 0.1 0.575
C -4.101 0.674 1.939 0.0 0.0 -0.1 -0.837
C -5.141 0.900 1.038 0.0 0.0 0.0 -0.181
C -4.856 1.092 -0.300 -0.1 0.0 0.0 -0.823
C -3.535 1.049 -0.731 0.0 0.0 -0.1 -0.008
N -2.549 0.838 0.130 -0.4 -0.2 0.1 -0.327
C 3.071 0.580 1.877 -0.1 0.0 0.1 0.607
C 3.446 0.352 3.207 0.0 0.0 0.0 -0.364
C 4.780 0.350 3.545 0.0 0.0 0.0 -0.815
C 5.758 0.576 2.571 0.0 0.0 0.0 -0.409
C 5.411 0.803 1.254 -0.1 0.0 0.1 -0.938
C 4.063 0.800 0.919 0.0 0.0 -0.1 0.420
H 4.360 1.185 -1.118 0.0 0.0 0.0 0.281
H 2.143 1.185 -1.801 -0.1 0.0 0.0 0.513
H -1.643 0.384 3.378 -0.1 0.0 0.0 0.511
H -4.291 0.523 2.992 0.0 0.0 0.0 0.430
H -6.163 0.931 1.390 0.0 0.0 0.0 0.459
H -5.639 1.283 -1.019 0.0 0.0 0.0 0.424
H -3.245 1.198 -1.763 0.0 0.0 0.0 0.569
H 2.682 0.179 3.951 0.0 0.0 0.0 0.493
H 5.078 0.174 4.568 0.0 0.0 0.0 0.442
H 6.803 0.573 2.849 0.0 0.0 0.0 0.429
H 6.169 0.978 0.501 0.0 0.0 0.0 0.407
F -0.654 0.972 -2.169 0.1 0.0 0.1 -0.648
C -2.666 -2.137 -3.978 0.0 -0.1 0.1 -1.134
N -2.132 -2.086 -2.625 0.0 0.1 0.0 -0.097
C -0.839 -2.104 -2.323 0.0 -0.1 0.1 0.478
N 0.046 -2.194 -3.312 0.0 0.1 0.0 -0.355
S -0.314 -2.063 -0.687 0.0 -0.3 -0.1 -0.383
H -3.749 -2.172 -3.921 0.0 0.0 0.0 0.342
H -2.332 -3.039 -4.495 0.0 0.0 0.0 0.398
H -2.371 -1.250 -4.541 0.0 0.0 0.0 0.375
H -2.755 -2.109 -1.836 0.0 -0.1 0.0 0.274
H -0.220 -2.267 -4.281 0.0 0.0 0.0 0.192
H 1.019 -2.250 -3.075 0.0 0.0 0.0 0.216

Number 1: E_tot -4252.96694 hartree. Number 2: E_tot -646.55040 hartree. Number 3: E_tot -248.69052 hartree. Number 4: E_tot -5363.68082 hartree. Number 5: E_tot -1636.40837 hartree.